# 1
{
  "formula": "C3H4Cl2",
  "method": "ωB97M-V/def2-TZVPD",
  "elements": ["C", "C", "C", "Cl", "Cl", "H", "H", "H", "H"],
  "xyz": [[0.51894, 0.41227, 1.37887], [-0.63659, 0.68078, 0.83904], [-0.43647, -0.88387, -2.16932], [-0.26900, -2.32925, -1.31732], [0.98677, -0.39027, -2.87968], [0.97858, 0.81566, 2.23089], [1.20084, -0.05281, 0.78194], [-0.97535, 0.42612, -0.20765], [-1.36770, 1.32136, 1.34324]],
  "forces_ev_per_angstrom": [[-0.29, 0.62, -0.43], [-2.27, 1.11, -0.87], [-1.11, 0.26, 0.09], [0.27, -0.40, 0.14], [0.86, 0.08, -0.28], [-0.25, 0.46, 1.51], [1.90, -1.73, -1.54], [0.71, -0.13, 1.34], [0.18, -0.27, 0.04]],
  "mulliken_charge": [-0.36, -0.34, -0.04, 0.00, 0.00, 0.28, 0.22, 0.05, 0.20],
  "orbital_gap_ev": 8.51,
  "e_above_lowest_kcal_mol": 83.7,
  "lumo_energy_ev": -1.0,
  "e_tot_ha": -1036.93835
}

=====

# 2
{
  "formula": "C3H4Cl2N3",
  "method": "ωB97M-V/def2-TZVPD",
  "elements": ["C", "C", "C", "N", "N", "N", "Cl", "Cl", "H", "H", "H", "H"],
  "xyz": [[-1.56363, -0.24239, -0.05352], [0.29254, -0.62990, 1.26468], [0.58712, 0.21578, -0.93021], [-1.03838, -0.77767, 1.01739], [1.01046, 0.23709, 0.52869], [-0.78314, 0.37814, -1.00023], [0.93695, -1.24247, 2.66483], [2.52922, 0.94102, 0.87812], [-2.68178, -0.25633, -0.07100], [1.17855, 1.00198, -1.46252], [0.90144, -0.72157, -1.30779], [-1.36934, 1.09632, -1.52845]],
  "forces_ev_per_angstrom": [[0.99, 0.64, 0.15], [-0.49, 2.01, 0.04], [2.80, 1.82, 0.57], [0.94, -1.29, -0.25], [-0.36, -0.60, -1.06], [-5.63, 0.78, 0.35], [0.03, -0.21, 0.25], [-0.74, -0.67, 0.09], [1.13, 0.39, -0.52], [-0.81, -0.53, 0.50], [0.22, -1.16, -0.53], [1.92, -1.20, 0.41]],
  "mulliken_charge": [0.04, 0.53, -0.47, -0.42, -0.10, -0.15, -0.03, 0.11, 0.40, 0.41, 0.33, 0.33],
  "orbital_gap_ev": 9.22,
  "e_above_lowest_kcal_mol": 21.5,
  "smiles": "ClC1=NC=[NH+]CN1Cl",
  "lumo_energy_ev": -5.5,
  "charge": 1,
  "e_tot_ha": -1201.04350
}